(1)
The following is a DFT calculation (ωB97M-V/def2-TZVPD) of C21H24ClFeN4O5 as an isolated structure at a distorted geometry.

XYZ file:
```
56
Properties=species:S:1:pos:R:3:mulliken_spin:R:1
Fe 1.23020 1.44007 -2.89709 3.84
Cl -0.62424 -0.34481 -0.33818 0.00
O 0.14930 0.33299 -1.38116 0.04
O -1.28211 -1.48761 -0.89310 0.01
O 0.28224 -0.70872 0.68870 0.01
O -1.56850 0.50866 0.27549 0.00
N -5.95005 -1.10363 -2.35953 0.00
C -5.03600 -1.15189 -1.36855 0.00
C -5.06823 -0.29384 -0.27454 0.00
C -6.03793 0.69810 -0.24451 0.00
C -6.91862 0.82567 -1.29486 0.00
C -6.84285 -0.09717 -2.32021 0.00
H -4.33936 -1.97975 -1.38072 0.00
H -4.26736 -0.41454 0.44214 0.00
H -6.15023 1.37321 0.59485 0.00
H -7.64352 1.62754 -1.30558 0.00
H -7.55687 -0.03802 -3.13151 0.00
N 2.84194 1.91443 -1.54665 0.03
C 3.44776 3.12410 -1.68307 0.00
C 4.54236 3.53238 -0.96291 0.00
C 4.96272 2.66621 0.04298 0.00
C 4.35624 1.45048 0.26461 0.00
C 3.31797 1.11890 -0.57829 0.01
H 3.04434 3.86719 -2.36378 -0.01
H 5.06236 4.47050 -1.07891 0.00
H 5.72910 3.01674 0.72425 0.00
H 4.64704 0.82465 1.09416 0.00
H 2.73871 0.21314 -0.44050 0.01
N 3.28190 -3.83694 -1.37367 0.00
C 2.59093 -2.93853 -0.66812 0.00
C 3.14027 -2.25325 0.41217 0.00
C 4.44870 -2.46932 0.76955 0.00
C 5.17837 -3.43805 0.09974 0.00
C 4.55904 -4.05566 -0.99353 0.00
H 1.57456 -2.71071 -0.96719 0.00
H 2.48721 -1.60596 0.98471 0.00
H 4.90397 -2.05660 1.66272 0.00
H 6.20205 -3.73304 0.27862 0.00
H 5.15547 -4.68923 -1.63668 0.00
N -3.31268 2.70137 5.40963 0.00
C -2.76696 1.57304 5.89884 0.00
C -2.48216 0.45686 5.10069 0.00
C -2.64534 0.56598 3.72035 0.00
C -3.15852 1.75558 3.27300 0.00
C -3.59487 2.76517 4.10367 0.00
H -2.65704 1.55525 6.97417 0.00
H -2.04534 -0.43983 5.51986 0.00
H -2.34399 -0.18879 3.00868 0.00
H -3.24439 1.79677 2.19111 0.00
H -4.13106 3.61624 3.70753 0.00
C 1.71079 -1.51868 -4.09941 0.00
O 2.15655 -0.39519 -3.32594 0.04
H 0.62960 -1.45182 -4.20161 0.00
H 2.11599 -1.45483 -5.11361 0.00
H 2.05797 -2.46606 -3.68829 0.00
H 3.12252 -0.46874 -3.33052 0.00
```

Results
maximum force: 4.34 eV/Å
E_HOMO (alpha / beta): -10.9 / -10.9 eV
expectation value of S²: 6.006
energy: -3133.13005 hartree
charge: +1
multiplicity: 5

(2)
The following is a DFT calculation (ωB97M-V/def2-TZVPD) of the molecule C4H9NO.

XYZ file:
```
15
Properties=species:S:1:pos:R:3:mulliken_charge:R:1
C 1.20760 1.26884 1.11336 -0.89
N 0.40984 0.64544 0.05740 -0.36
C -0.85780 0.23490 0.62716 -0.46
C 0.02958 -0.77287 0.02455 0.17
C -0.46223 -1.32302 -1.31146 -0.66
O -1.04614 -0.32143 -2.10951 -0.54
H 0.57817 2.07777 1.50636 0.33
H 1.44306 0.61314 1.96751 0.30
H 2.12117 1.72546 0.72930 0.29
H -0.90786 0.25050 1.71428 0.34
H -1.71992 0.59899 0.08361 0.22
H 0.52530 -1.49746 0.67570 0.36
H -1.26457 -2.03438 -1.07431 0.28
H 0.31198 -1.87270 -1.86666 0.29
H -0.42546 0.42289 -2.10035 0.34
```

Results
energy above the lowest of the compared OMol25 structures with the same formula, charge and spin: 2.5469 eV
maximum force: 0.48 eV/Å
E_HOMO: -9.3 eV
energy: -287.73886 hartree
charge: 0
multiplicity: 1

(3)
The following is a DFT calculation (ωB97M-V/def2-TZVPD) of a 4-piece molecular cluster, C4H16O4 overall at a distorted geometry.

XYZ file:
```
24
Properties=species:S:1:pos:R:3:mulliken_charge:R:1
C -0.98612 -0.91543 -1.78260 -1.35
C 0.06879 -0.55993 -0.81007 -0.18
C 0.46567 0.97589 -0.71074 0.85
C 1.93963 1.13784 -0.75516 -1.46
O 0.05944 1.38405 0.56576 -0.74
H -0.73669 -0.81031 -2.84796 0.35
H -1.87494 -0.34362 -1.70993 0.35
H -1.17309 -1.98476 -1.66487 0.30
H -0.12416 -0.77452 0.36587 0.02
H 0.95371 -1.07290 -1.15109 0.20
H -0.12996 1.83253 -1.31010 0.27
H 2.19178 1.69175 -1.57913 0.35
H 2.23346 1.73912 0.06246 0.39
H 2.63351 0.18831 -0.75887 0.31
H -0.80910 0.90947 0.83244 0.28
H -1.45706 -1.12834 3.61972 0.30
H -2.57005 -1.64669 2.60090 0.31
O -1.62932 -1.42772 2.71641 -0.58
H 0.69119 4.45151 0.78924 0.25
H 0.55833 2.90263 1.03125 0.46
O 0.99145 3.74680 1.20199 -0.64
H -0.14303 -2.89321 0.96779 0.29
H -0.53720 -4.20062 0.11601 0.28
O -0.61625 -3.20184 0.21067 -0.58
```

Results
energy above the lowest of the compared OMol25 structures with the same formula, charge and spin: 2.3490 eV
maximum force: 6.62 eV/Å
E_HOMO: -10.0 eV
energy: -462.87564 hartree
charge: 0
multiplicity: 1

(4)
The following is a DFT calculation (ωB97M-V/def2-TZVPD) of the molecule C6H15NO.

XYZ file:
```
23
Properties=species:S:1:pos:R:3:mulliken_charge:R:1
C 0.46491 1.05926 0.81412 -0.17
C -0.45909 -0.20062 -1.12752 0.83
C 1.41520 -0.06787 1.27205 -0.49
C -1.79415 -0.84143 -1.49954 -1.65
C 0.07088 0.63697 -2.29248 -1.49
C 0.67844 -1.17279 2.01982 -1.08
N -0.67396 0.65128 0.03203 -0.33
O -0.09437 1.71498 1.93315 -0.55
H 0.61428 2.11342 2.44895 0.36
H -1.35179 0.24231 0.66209 0.31
H 1.05113 1.77856 0.21264 0.19
H 0.26524 -1.00804 -0.92693 0.13
H 1.93706 -0.47734 0.40607 0.31
H 2.16980 0.37643 1.92513 0.46
H -2.13982 -1.50317 -0.70640 0.39
H 0.15335 0.02507 -3.19026 0.42
H -2.54044 -0.06398 -1.65501 0.38
H -1.69717 -1.42342 -2.41546 0.44
H 1.05491 1.04119 -2.05836 0.34
H -0.60918 1.46537 -2.48476 0.33
H 1.38587 -1.88506 2.43969 0.39
H 0.09045 -0.74811 2.83516 0.26
H 0.00845 -1.71300 1.35582 0.21
```

Results
energy above the lowest of the compared OMol25 structures with the same formula, charge and spin: 0.8728 eV
maximum force: 0.76 eV/Å
E_HOMO: -8.7 eV
energy: -367.59922 hartree
charge: 0
multiplicity: 1

(5)
The following is a DFT calculation (ωB97M-V/def2-TZVPD) of the molecule C3H5NO2.

XYZ file:
```
11
Properties=species:S:1:pos:R:3:mulliken_charge:R:1
N -0.36249 -1.18113 0.99117 -0.57
C -0.60530 -1.30956 -0.24116 0.12
O -0.35970 -0.34443 -1.13955 -0.35
C -0.03909 0.95174 -0.63888 -0.33
C 0.96379 1.03354 0.50226 0.12
O 0.91320 1.94597 1.29018 -0.48
H -0.58508 -2.02959 1.50349 0.23
H -1.02033 -2.18488 -0.74882 0.38
H -0.94417 1.47915 -0.32539 0.28
H 0.39253 1.46962 -1.50098 0.27
H 1.78628 0.29539 0.50712 0.33
```

Results
energy above the lowest of the compared OMol25 structures with the same formula, charge and spin: 1.6656 eV
maximum force: 0.55 eV/Å
E_HOMO: -9.8 eV
energy: -322.51312 hartree
charge: 0
multiplicity: 1

(6)
The following is a DFT calculation (ωB97M-V/def2-TZVPD) of C5H10N2O as an isolated structure at a distorted geometry.

XYZ file:
```
18
Properties=species:S:1:pos:R:3:mulliken_charge:R:1
C -0.62726 -0.31350 0.48827 -0.51
C -0.94045 2.15169 1.82579 -0.75
C 2.02111 -1.30800 -1.33758 -1.17
N -1.66617 0.98113 1.36889 -0.60
C -0.33897 0.46850 -0.60997 0.85
C 0.54423 -1.40192 -1.10047 0.41
N -0.25742 -2.29050 -1.47423 -0.63
O -0.21409 1.37927 -1.31188 -0.39
H -2.43455 1.26522 0.76149 0.23
H 0.17337 -3.06671 -1.99497 0.26
H 0.13928 -0.41091 1.24535 0.26
H -1.40583 -1.05762 0.36670 0.28
H -0.60751 2.84996 1.03932 0.26
H -0.05038 1.83289 2.38091 0.27
H -1.54374 2.73861 2.52989 0.30
H 2.39044 -2.13407 -1.95631 0.39
H 2.55487 -1.31717 -0.38414 0.26
H 2.26309 -0.36688 -1.83708 0.29
```

Results
energy above the lowest of the compared OMol25 structures with the same formula, charge and spin: 5.8393 eV
maximum force: 6.51 eV/Å
E_HOMO: -7.1 eV
energy: -381.07085 hartree
charge: 0
multiplicity: 1

(7)
The following is a DFT calculation (ωB97M-V/def2-TZVPD) of C30H50BrN3NiP2S as an isolated structure at a distorted geometry.

XYZ file:
```
88
Properties=species:S:1:pos:R:3:mulliken_spin:R:1
C 5.05714 -5.91670 2.00815 0.00
C 4.45397 -5.32519 0.87072 0.00
C 4.49876 -6.07315 -0.34076 0.00
C 5.11152 -7.34884 -0.35680 0.00
N 5.63950 -7.86309 0.75310 0.00
C 5.65352 -7.20151 1.90589 0.00
C 3.83760 -4.02785 0.98709 0.00
C 3.40813 -2.89259 0.79246 0.00
C 2.72169 -1.72549 0.51672 -0.02
C 1.41214 -1.69418 1.04813 -0.03
C 0.39003 -1.07663 0.21189 0.04
C 0.82608 -0.00558 -0.69289 0.01
C 2.19972 0.01730 -1.00190 0.00
C 3.15947 -0.80060 -0.41438 0.00
Ni 0.48276 -0.07423 1.92448 0.96
P -2.29358 -0.06300 0.98874 0.02
H 4.04940 -5.69506 -1.27255 0.00
H 5.05946 -5.40886 2.97365 0.00
H 5.16071 -7.94872 -1.29074 0.00
H 6.12756 -7.65166 2.80027 0.00
H 4.20863 -0.77593 -0.76880 0.00
H 1.21268 -2.38785 1.88613 0.00
H 2.46398 0.72766 -1.79422 0.00
H -0.64988 -1.45358 0.36566 -0.03
C -3.28061 1.47119 0.59779 0.02
C -4.52448 1.18534 -0.23457 0.00
H -2.58316 2.12767 0.06444 0.00
H -3.55959 2.01484 1.50782 0.00
H -5.20148 2.05421 -0.29181 0.00
H -4.26073 0.92994 -1.26969 0.00
H -5.10374 0.33803 0.16727 0.00
C -2.65131 -1.23301 -0.45708 0.01
C -2.65456 -2.75295 -0.29658 0.00
H -1.78680 -0.99033 -1.08699 0.01
H -3.53160 -0.96169 -1.06592 0.00
H -2.77786 -3.23919 -1.28117 0.00
H -1.71641 -3.15115 0.10299 0.00
H -3.46311 -3.14050 0.33103 0.00
C -3.07063 -0.89247 2.43476 0.00
C -4.54332 -1.16422 2.20241 0.00
H -2.91472 -0.24653 3.31262 0.00
H -2.52045 -1.81787 2.66801 0.00
H -4.97206 -1.75710 3.02090 0.00
H -5.09263 -0.22224 2.14925 0.00
H -4.72095 -1.70996 1.27166 0.00
Br -0.04898 1.59089 -0.95051 0.01
P 0.40322 0.72154 -4.12527 0.61
C -1.23554 0.43475 -3.35502 0.11
C -2.45442 0.51478 -4.24898 0.03
H -1.35709 1.19099 -2.56255 0.01
H -1.21477 -0.52105 -2.83175 -0.02
H -3.28043 -0.06090 -3.81998 0.00
H -2.80744 1.54365 -4.37429 0.00
H -2.24480 0.11063 -5.23997 -0.01
C 1.11179 2.36060 -3.68857 0.09
C 1.85836 3.01063 -4.83705 0.02
H 1.72938 2.38729 -2.78560 0.02
H 0.24612 2.98334 -3.45939 0.00
H 2.06144 4.05425 -4.58679 0.00
H 2.81310 2.53340 -5.05833 0.00
H 1.24719 2.99184 -5.74045 -0.01
C 1.61249 -0.55462 -3.66142 0.07
C 1.88182 -1.47615 -4.84051 0.04
H 1.19124 -1.12413 -2.82620 0.02
H 2.57072 -0.14859 -3.31223 0.00
H 2.72089 -2.14431 -4.63084 0.00
H 0.99039 -2.06758 -5.03654 0.00
H 2.08888 -0.88681 -5.73160 -0.01
C -2.23068 2.36326 4.29585 0.01
N -1.31798 3.43892 3.89423 0.00
C -1.31155 4.56297 4.83551 0.00
C -0.19259 3.15721 3.17138 0.01
S 0.56744 1.60231 3.30998 0.02
N 0.43692 4.17413 2.52211 0.00
C -0.23997 5.43529 2.20048 0.00
C 1.69498 3.93437 1.81610 0.00
H -3.00341 2.85945 4.90351 0.00
H -1.74898 1.56830 4.89237 0.00
H -2.65370 1.89144 3.39255 -0.01
H -0.32237 4.84611 5.19673 0.00
H -1.79312 5.41710 4.35815 0.00
H -1.89444 4.25836 5.70482 0.00
H -0.04865 6.21457 2.96020 0.00
H 0.13566 5.79824 1.22777 0.00
H -1.31635 5.25631 2.14964 0.00
H 2.34245 3.27267 2.41920 0.00
H 1.51619 3.42844 0.83468 0.00
H 2.23582 4.89942 1.67139 0.00
```

Results
energy above the lowest of the compared OMol25 structures with the same formula, charge and spin: 3.9002 eV
maximum force: 4.03 eV/Å
E_HOMO (alpha / beta): -12.9 / -12.9 eV
expectation value of S²: 2.009
energy: -6499.81213 hartree
charge: +2
multiplicity: 3